Molecular formula: C29H45BCl3NO24P
Method: DFT, the ωB97M-V functional and the def2-TZVPD basis

**Charge**: +1
**Strongest force on any atom**: 2.155 eV/Å
**E_HOMO**: -11.7 eV
**LUMO**: -3.423 eV
**Total energy**: -4739.359764 Eh

Geometry (Å):
C  2.182  -0.050  0.747
C  1.832  0.767  -0.456
Cl  3.149  1.336  -1.384
C  0.560  0.983  -0.819
Cl  0.166  1.760  -2.323
C  -0.556  0.467  0.049
O  -0.629  -0.929  -0.182
C  -1.925  -1.452  -0.316
P  -1.642  -3.252  -0.471
O  -2.028  -3.780  -1.776
O  -2.349  -3.990  0.742
O  -0.100  -3.481  -0.204
C  -2.581  -0.819  -1.520
C  -3.946  -1.343  -1.978
C  -4.892  -1.888  -0.912
C  -5.439  -0.845  0.058
Cl  -6.752  -1.594  1.009
N  -2.659  0.690  -1.271
C  -1.905  1.164  -0.055
C  -1.842  2.691  0.004
B  -3.091  3.417  0.682
O  -4.082  2.736  1.372
O  -3.157  4.781  0.605
H  3.092  -0.594  0.522
H  1.418  -0.802  0.870
H  2.287  0.550  1.643
H  -0.239  0.596  1.082
H  -2.481  -1.310  0.606
H  -2.950  -3.408  1.227
H  0.037  -3.333  0.753
H  -1.892  -0.955  -2.347
H  -3.783  -2.105  -2.728
H  -4.453  -0.516  -2.481
H  -5.744  -2.314  -1.430
H  -4.467  -2.701  -0.336
H  -4.696  -0.559  0.797
H  -5.870  0.008  -0.460
H  -2.283  1.177  -2.089
H  -3.637  0.957  -1.197
H  -2.497  0.860  0.802
H  -1.785  3.066  -1.015
H  -0.926  3.017  0.488
H  -4.460  2.038  0.832
H  -3.471  5.066  -0.257
C  -4.386  1.216  4.728
C  -5.465  0.152  4.754
O  -5.049  -0.716  3.680
C  -3.741  -0.552  3.494
O  -3.080  -1.244  2.770
O  -3.263  0.488  4.187
H  -4.146  1.617  5.708
H  -4.623  2.036  4.052
H  -5.472  -0.423  5.679
H  -6.461  0.542  4.569
C  2.027  -4.344  -3.216
C  1.394  -3.004  -2.908
O  2.417  -2.081  -3.301
C  3.217  -2.696  -4.212
O  4.051  -2.148  -4.849
O  2.920  -4.015  -4.287
H  1.311  -5.097  -3.530
H  2.609  -4.732  -2.378
H  0.505  -2.817  -3.516
H  1.131  -2.877  -1.865
C  2.708  -2.264  4.819
C  2.629  -3.729  4.435
O  1.479  -3.744  3.568
C  1.315  -2.514  3.068
O  0.549  -2.243  2.186
O  2.112  -1.623  3.673
H  3.723  -1.909  4.969
H  2.111  -2.026  5.699
H  3.497  -4.064  3.868
H  2.478  -4.391  5.282
C  -1.735  -5.849  3.687
C  -2.392  -4.541  4.085
O  -2.776  -4.788  5.436
C  -1.975  -5.769  5.935
O  -1.924  -6.081  7.074
O  -1.240  -6.327  4.940
H  -0.921  -5.724  2.978
H  -2.448  -6.571  3.288
H  -1.694  -3.700  4.064
H  -3.263  -4.297  3.481
C  3.521  3.948  -3.760
C  2.308  4.645  -4.341
O  2.491  5.994  -3.900
C  3.810  6.187  -3.662
O  4.315  7.237  -3.446
O  4.480  5.011  -3.706
H  3.885  3.133  -4.381
H  3.352  3.577  -2.747
H  2.298  4.630  -5.432
H  1.366  4.250  -3.970
C  7.343  6.130  -4.437
C  7.530  7.564  -3.987
O  8.957  7.668  -3.904
C  9.503  6.733  -4.718
O  10.653  6.668  -4.998
O  8.550  5.878  -5.166
H  6.477  5.993  -5.075
H  7.284  5.434  -3.600
H  7.165  8.283  -4.721
H  7.071  7.775  -3.027